1.
C28H31AsF6IrNO6S4 as an isolated structure. Source: the Open Molecules 2025 dataset; level of theory: ωB97M-V/def2-TZVPD.

The geometry in XYZ format:
```
78
Properties=species:S:1:pos:R:3
Ir 0.729 0.290 -0.580
As -1.390 -0.329 0.881
S 1.554 1.651 2.407
S 0.576 2.968 0.194
S 3.299 -1.648 0.270
S 1.138 0.435 -3.813
F -0.749 5.108 0.695
F 0.372 5.162 -1.160
F 3.891 2.342 1.382
F 3.907 1.705 3.450
F 3.121 3.662 2.918
F 1.404 5.373 0.739
O 0.318 0.763 -2.505
O -0.622 2.454 -0.465
O 1.149 1.381 3.741
O 1.791 2.468 -0.478
O 1.743 0.472 1.513
O 2.118 -1.228 -0.714
N 0.560 2.685 1.735
C -2.562 1.218 2.865
C 4.021 -3.062 -0.613
C -2.745 -2.884 0.877
C -3.132 -1.452 -1.045
C -0.323 -1.673 3.311
C -3.332 2.242 3.479
C -1.684 0.156 4.972
C -4.197 2.838 1.319
C 5.317 -1.133 -1.392
C -0.925 -0.843 5.532
C -4.265 -3.562 -0.862
C -3.630 -3.813 0.346
C 4.649 -0.533 -0.161
C -4.138 3.036 2.706
C 5.407 -2.629 -1.104
C -1.249 0.960 -5.185
C -4.018 -2.384 -1.559
C -2.594 1.079 1.442
C 0.215 1.348 -5.047
C -3.408 1.863 0.680
C 3.259 2.409 2.545
C -1.785 0.254 3.561
C -0.304 -1.955 -3.398
C 0.394 4.817 0.109
C 0.776 -1.300 -4.241
C -1.092 -0.696 2.749
C -2.515 -1.705 0.180
C -0.247 -1.752 4.715
H -2.929 -0.537 -1.594
H 5.308 -0.540 0.711
H -4.854 3.459 0.723
H -1.752 1.723 -5.777
H 6.155 -2.822 -0.334
H 6.295 -0.683 -1.557
H 0.227 -2.381 2.705
H -0.124 -1.841 -2.326
H -1.742 0.921 -4.214
H 3.319 -3.246 -1.428
H 4.710 -0.944 -2.280
H -0.846 -0.927 6.607
H 0.353 -2.529 5.170
H 4.023 -3.915 0.063
H -4.738 3.813 3.161
H -0.293 -3.026 -3.600
H 4.223 0.465 -0.271
H 1.733 -1.811 -4.155
H -1.381 0.011 -5.702
H 0.339 2.384 -4.726
H 0.499 -1.273 -5.295
H 0.797 1.210 -5.963
H -2.205 0.859 5.607
H -3.828 -4.731 0.882
H 5.688 -3.203 -1.985
H -4.519 -2.195 -2.499
H -3.289 2.388 4.549
H -3.453 1.761 -0.395
H -1.296 -1.572 -3.626
H -2.265 -3.084 1.826
H -4.956 -4.290 -1.267
```

Results
Charge: +3
LUMO level (spin up / spin down) (eV): -8.43 / -11.46
2S+1: 6
⟨S²⟩: 8.7996

Löwdin population analysis, charges in e, atoms 1 to 2:
1. Ir 1.382
2. As 1.351


2.
C28H31ClN6O6PdSTe as an isolated structure. Source: the Open Molecules 2025 dataset; level of theory: ωB97M-V/def2-TZVPD.

The geometry in XYZ format:
```
75
Properties=species:S:1:pos:R:3
Te 0.144 1.639 -2.571
Pd 0.388 0.160 0.030
Cl 2.899 1.586 -0.090
S -6.225 -2.265 2.887
O 1.092 -1.847 -0.032
O -0.767 2.119 0.103
O 4.290 1.745 0.056
O 2.238 2.802 -0.503
O 2.266 1.067 1.142
O 2.577 0.538 -1.103
N -5.721 -2.234 1.358
N -0.658 -0.189 1.870
N -4.920 -1.676 3.624
N -1.526 -0.797 -0.612
N 2.291 -2.139 -1.930
N -1.393 4.261 0.247
C -1.330 5.581 0.889
C -0.866 -0.153 4.235
C -4.014 -1.937 -1.078
C -4.489 -1.747 1.379
C 3.456 0.435 -5.043
C 4.738 -2.407 -0.488
C -2.291 4.090 -0.893
C 2.703 1.002 -4.029
C 0.156 3.441 1.918
C -2.694 -0.896 2.884
C 1.467 -0.566 -5.998
C -0.140 0.054 3.065
C -2.380 -0.999 0.410
C -3.641 -1.558 0.211
C -3.113 -1.772 -2.106
C 4.080 -3.675 0.058
C 2.841 -0.347 -6.017
C 1.934 -2.496 -0.701
C 2.536 -3.747 -0.127
C 4.760 -2.340 -2.015
C -1.877 -1.202 -1.826
C 0.695 0.002 -4.999
C 1.319 0.782 -4.015
C -1.907 -0.672 1.761
C -2.157 -0.623 4.144
C -0.676 3.237 0.691
C -4.031 -1.428 2.673
C 3.425 -2.746 -2.634
H -0.406 0.053 5.191
H -0.306 5.945 0.933
H -1.136 -1.091 -2.610
H 3.355 -2.441 -3.677
H 0.880 0.415 3.090
H 4.523 0.607 -5.078
H -1.909 6.276 0.289
H -3.089 4.823 -0.819
H -3.346 -2.083 -3.114
H 5.527 -3.010 -2.411
H 2.035 -3.918 0.822
H 0.735 2.552 2.121
H 5.760 -2.344 -0.113
H 1.984 -1.232 -2.249
H 5.026 -1.329 -2.335
H -2.723 3.093 -0.879
H -4.990 -2.374 -1.243
H 3.295 -3.827 -2.614
H -2.758 -0.797 5.027
H -0.493 3.667 2.767
H 4.534 -4.550 -0.410
H 3.438 -0.783 -6.807
H 4.294 -3.754 1.122
H -1.767 4.251 -1.837
H 4.226 -1.527 -0.088
H 0.843 4.278 1.799
H 0.999 -1.165 -6.767
H -1.750 5.552 1.893
H 2.266 -4.576 -0.785
H 3.182 1.605 -3.271
H -0.378 -0.150 -5.001
```

Results
Charge: +2
LUMO level (spin up / spin down) (eV): -5.76 / -8.72
2S+1: 5
⟨S²⟩: 6.0195

Löwdin population analysis, charges in e, atoms 1 to 2:
1. Te 1.620
2. Pd 1.002


3.
C28H31F2N5OPdS4 as an isolated structure in a non-equilibrium geometry. Source: the Open Molecules 2025 dataset; level of theory: ωB97M-V/def2-TZVPD.

The geometry in XYZ format:
```
72
Properties=species:S:1:pos:R:3
Pd 0.840 1.432 0.441
S -0.278 0.867 2.458
S -3.281 0.607 2.527
S -5.578 -1.245 2.243
S 1.689 0.149 -1.400
F 4.333 5.481 0.615
F -0.147 6.701 0.292
O 2.865 0.933 1.722
N -1.069 2.614 -0.163
N 0.714 -0.906 -3.628
N -0.663 -0.997 -1.769
N -1.734 -1.201 1.567
N -2.960 -1.733 1.578
C -2.027 -5.286 1.426
C 0.766 5.741 0.403
C 0.487 -0.642 -2.354
C 4.542 -0.713 2.021
C -3.435 2.752 -0.334
C 1.403 3.473 0.486
C -4.191 -3.696 0.706
C 3.055 5.145 0.564
C -2.246 2.055 -0.420
C -0.992 3.911 0.180
C 0.371 4.401 0.383
C -1.688 0.007 2.071
C -1.481 -3.289 -2.266
C -1.952 -3.920 1.605
C -2.154 4.670 0.311
C -3.182 -5.867 0.914
C -3.965 -0.920 2.059
C -1.727 -1.788 -2.384
C 1.915 -0.524 -4.381
C 2.726 3.794 0.573
C 4.201 -0.101 3.380
C -4.255 -5.068 0.543
C 2.089 6.127 0.493
C -3.380 4.084 0.050
C 2.840 0.519 3.109
C 3.042 -1.538 -4.227
C 4.022 0.352 1.071
C -3.053 -3.124 1.277
H 2.730 -2.531 -4.549
H -0.657 -0.948 -0.763
H 3.509 3.050 0.644
H -1.439 -3.592 -1.219
H -2.657 -1.522 -1.881
H -1.189 -5.910 1.705
H -3.243 -6.940 0.790
H -4.376 2.269 -0.559
H -1.836 -1.491 -3.428
H 4.165 -0.830 4.186
H 5.605 -0.897 1.885
H 4.766 1.140 0.921
H 3.377 -1.590 -3.192
H 4.003 -1.650 1.875
H 0.045 -1.475 -4.126
H 2.241 0.453 -4.033
H 2.619 1.392 3.722
H 2.044 -0.216 3.247
H 4.924 0.673 3.641
H -2.294 -3.835 -2.744
H 3.884 -1.231 -4.847
H -1.073 -3.465 2.039
H -5.141 -5.510 0.111
H -2.225 1.013 -0.720
H -5.011 -3.082 0.374
H -4.292 4.659 0.145
H -0.544 -3.579 -2.743
H -2.098 5.701 0.615
H 2.351 7.176 0.487
H 3.729 -0.043 0.101
H 1.623 -0.443 -5.426
```

Results
Charge: +2
LUMO level (spin up / spin down) (eV): -9.10 / -9.10

Löwdin population analysis, charges in e, atoms 1 to 2:
1. Pd 0.633
2. S 0.793


4.
A 2-piece molecular cluster, C28H31N5O4S overall in a non-equilibrium geometry. Source: the Open Molecules 2025 dataset; level of theory: ωB97M-V/def2-TZVPD.

The geometry in XYZ format:
```
69
Properties=species:S:1:pos:R:3
S 6.340 3.205 2.278
O -1.946 -1.635 -0.631
O -0.186 -4.194 -4.020
O 1.694 2.543 3.060
O 4.127 -0.687 0.611
N 4.909 0.885 2.138
N 3.713 2.863 1.978
N 0.605 -0.346 -1.351
N -3.883 1.983 2.347
N -0.767 -3.120 -2.022
C -4.405 -2.993 -2.070
C -1.831 2.086 1.021
C 1.399 0.147 1.262
C -0.505 1.723 0.860
C 2.541 0.784 1.650
C 3.879 0.238 1.389
C 3.659 4.301 2.224
C -4.094 3.085 3.270
C -3.035 -3.106 -2.258
C -2.507 -3.855 -3.299
C -4.698 -4.452 -4.013
C 2.558 2.103 2.312
C -2.587 1.522 2.070
C 0.615 -2.777 -1.643
C -4.955 1.790 1.390
C -5.238 -3.700 -2.951
C 0.995 -1.427 -2.212
C 6.166 0.157 2.277
C -2.004 0.505 2.864
C -1.911 -2.512 -1.494
C 2.486 -1.139 -2.455
C 4.959 2.273 2.112
C 0.049 0.635 1.565
C 1.204 0.875 -1.872
C -0.744 0.023 2.560
C 2.532 0.404 -2.485
C -1.031 -3.798 -3.230
C -3.312 -4.523 -4.208
H 1.365 1.620 -1.088
H -5.896 1.673 1.944
H -2.585 0.099 3.694
H 3.085 -1.511 -1.613
H 4.349 4.773 1.524
H 6.541 -0.187 1.309
H -2.284 2.855 0.390
H 3.377 0.791 -1.906
H -2.849 -5.083 -5.019
H -5.015 2.903 3.843
H -0.398 -0.320 -1.155
H -4.212 4.045 2.735
H 0.553 1.331 -2.644
H -6.321 -3.678 -2.823
H -3.235 3.145 3.950
H 0.117 2.279 0.158
H 1.250 -3.557 -2.073
H -5.374 -4.981 -4.686
H 0.678 -2.772 -0.546
H -5.064 2.650 0.709
H -0.316 -0.828 3.094
H 6.876 0.850 2.727
H 0.524 -1.297 -3.214
H -4.767 0.884 0.801
H 2.829 -1.605 -3.385
H 2.600 0.762 -3.515
H 1.505 -0.811 0.759
H 6.013 -0.693 2.948
H 4.009 4.529 3.237
H -4.787 -2.387 -1.250
H 2.641 4.652 2.074
```

Results
Charge: 0
LUMO level (eV): -0.66

natural (NBO) population analysis, charges in e, atoms 1 to 2:
1. S -0.163
2. O -0.571


5.
C28H31N5O6S2Ti as an isolated structure. Source: the Open Molecules 2025 dataset; level of theory: ωB97M-V/def2-TZVPD.

The geometry in XYZ format:
```
73
Properties=species:S:1:pos:R:3
Ti -0.939 0.505 -0.326
S 1.993 -0.723 -0.449
S -1.967 -3.891 -1.218
O 1.599 -0.581 4.033
O -2.465 -0.400 0.564
O 2.490 -2.096 -0.484
O 1.642 1.126 2.559
O 1.669 -0.108 -1.725
O -1.403 -0.034 -2.237
N -1.176 2.431 -0.989
N -0.219 -2.611 -2.744
N -0.995 1.744 1.443
N 0.738 -0.541 0.474
N 0.660 -4.349 -1.550
C -2.969 0.293 4.113
C 1.422 -0.051 2.916
C 4.415 2.318 0.559
C 3.457 1.553 -0.075
C -0.448 -3.601 -1.860
C -2.117 2.752 -1.916
C -2.470 0.452 2.815
C -3.797 0.315 -4.955
C -0.215 2.932 1.167
C 6.239 2.630 2.263
C -0.835 3.523 -0.094
C -1.596 1.574 2.548
C 0.997 -2.489 -3.521
C -3.594 2.423 -3.834
C -2.867 -0.458 1.799
C 4.152 -0.363 1.202
C 0.828 -1.037 1.853
C -2.875 -0.233 -4.066
C 0.584 -5.340 -0.493
C 5.104 0.420 1.841
C -2.278 0.518 -3.052
C -4.232 -1.619 3.451
C -3.765 -1.485 2.165
C -4.159 1.657 -4.836
C 5.243 1.766 1.536
C -2.645 1.903 -2.920
C -3.837 -0.723 4.449
C 3.328 0.211 0.252
H -4.194 -0.837 5.465
H 5.727 -0.019 2.612
H 1.491 -3.765 -1.480
H -0.151 4.241 -0.567
H -1.482 2.314 3.349
H 0.320 -4.896 0.470
H 0.870 -1.646 -4.196
H -4.908 -2.434 3.686
H -2.547 3.755 -1.863
H 1.158 -3.401 -4.104
H 6.937 3.106 1.570
H 1.558 -5.825 -0.415
H 0.812 2.593 1.016
H -0.179 -1.299 2.184
H 2.792 1.980 -0.816
H -4.881 2.096 -5.517
H -4.057 -2.181 1.389
H -2.612 -1.283 -4.131
H -0.836 -1.798 -2.704
H -0.174 -6.082 -0.736
H 4.025 -1.406 1.455
H 1.884 -2.289 -2.920
H -2.635 1.000 4.866
H -1.742 4.083 0.190
H 5.730 3.422 2.817
H 4.509 3.372 0.316
H -4.237 -0.309 -5.725
H -3.874 3.468 -3.732
H 1.410 -1.962 1.888
H 6.818 2.043 2.977
H -0.228 3.647 1.998
```

Results
Charge: -2
LUMO level (spin up / spin down) (eV): 4.43 / 4.42
2S+1: 3
⟨S²⟩: 2.0293

Löwdin population analysis, charges in e, atoms 1 to 2:
1. Ti 1.092
2. S 0.569


6.
C28H32BiN2O8S as an isolated structure. Source: the Open Molecules 2025 dataset; level of theory: ωB97M-V/def2-TZVPD.

The geometry in XYZ format:
```
72
Properties=species:S:1:pos:R:3
Bi -0.081 -0.041 0.010
S -0.847 1.185 3.105
O -3.470 -0.420 -2.661
O -3.425 -1.463 1.901
O 1.557 -1.563 0.016
O -1.116 1.755 1.729
O -0.636 -2.548 -1.337
O -1.226 -1.221 1.620
O -2.372 0.091 -0.781
O 1.594 0.998 1.295
N 0.528 0.088 -2.414
N 0.751 2.830 -2.035
C 3.276 2.477 2.004
C -2.505 0.963 3.856
C 3.131 -3.138 -0.611
C 2.350 -1.577 -2.289
C -2.912 -2.225 -1.263
C -3.602 1.619 3.028
C -1.241 -4.712 -0.813
C -2.436 -2.720 0.140
C -2.945 -0.719 -1.585
C -0.480 2.350 -2.644
C 2.220 2.138 1.126
C 2.723 4.206 -0.081
C 1.944 3.064 0.083
C 1.516 -0.556 -2.899
C 3.980 -3.724 -1.513
C -1.056 -3.321 -0.198
C 3.260 -2.184 -3.178
C 2.288 -2.043 -0.944
C 4.012 3.635 1.847
C 0.774 2.808 -0.768
C -2.396 -1.697 1.285
C -0.223 0.978 -3.293
C 3.754 4.508 0.791
C -1.049 3.892 3.857
C -0.250 2.617 4.059
C -1.868 -4.342 -2.182
C 4.063 -3.240 -2.826
C -1.796 -2.804 -2.145
H 4.734 -3.688 -3.547
H -1.703 -2.322 -3.114
H -0.317 -3.247 0.592
H -1.299 2.249 -1.920
H -0.211 2.292 5.102
H -2.460 1.321 4.886
H -2.029 3.837 4.334
H -0.143 2.575 -0.202
H -2.648 -0.119 3.849
H -0.272 -5.195 -0.940
H 1.768 -0.368 -3.950
H 0.312 1.110 -4.240
H -1.190 4.064 2.789
H -3.334 2.631 2.728
H -0.786 3.038 -3.432
H 4.590 -4.566 -1.209
H -3.112 -3.499 0.492
H 4.802 3.865 2.554
H -1.289 -4.740 -3.015
H 3.493 1.780 2.806
H -1.878 -5.351 -0.201
H 3.073 -3.491 0.412
H -2.899 -4.682 -2.283
H -0.512 4.745 4.273
H 0.770 2.744 3.689
H -1.197 0.521 -3.492
H 2.480 4.870 -0.903
H -3.760 1.041 2.119
H -4.534 1.652 3.595
H 4.342 5.408 0.660
H -3.888 -2.620 -1.534
H 3.307 -1.798 -4.191
```

Results
Charge: -1
LUMO level (eV): 2.56

Löwdin population analysis, charges in e, atoms 1 to 2:
1. Bi 2.119
2. S 0.936


The lowest charge belongs to which entry? C28H31N5O6S2Ti


Which value of charge does entry 4 give? 0


The highest charge belongs to which entry? C28H31AsF6IrNO6S4